Density functional theory data (wB97M-V/def2-TZVPD) for 2 unconnected molecules or ions with the total composition C9H9NS in a non-equilibrium geometry.

Geometry (Å):
1 C 1.319 2.201 0.698
2 C 1.141 0.924 0.956
3 C 0.760 -0.206 0.016
4 C 0.161 -1.349 0.530
5 C -0.272 -2.307 -0.320
6 C -0.257 -2.140 -1.710
7 C 0.138 -0.933 -2.243
8 C 0.632 0.060 -1.336
9 H 1.352 2.642 -0.273
10 H 1.225 2.934 1.463
11 H 1.375 0.536 1.987
12 H 0.092 -1.681 1.564
13 H -0.797 -3.246 0.074
14 H -0.732 -3.047 -2.171
15 H 0.049 -0.686 -3.287
16 H 0.927 1.042 -1.696
17 N -1.735 0.977 2.168
18 C -1.760 1.261 0.973
19 S -2.260 1.599 -0.467
20 H -1.358 1.420 3.076

Values from the calculation:
* calculated total energy: -801.213509 Ha
* HOMO-LUMO gap: 9.26 eV
* SMILES string: C=Cc1ccccc1.N=C=S

***

Density functional theory data (wB97M-V/def2-TZVPD) for a single C9H9O2P molecule in a non-equilibrium geometry.

Geometry (Å):
1 P 0.397 0.607 -2.558
2 C -0.262 -0.226 -0.981
3 C 0.668 -1.137 -0.247
4 C 1.678 -0.811 0.647
5 C 2.161 -2.046 1.128
6 C 1.379 -3.016 0.520
7 O 0.520 -2.469 -0.281
8 C -0.720 0.828 -0.069
9 C -1.986 1.176 0.322
10 C -1.963 2.236 1.268
11 C -0.606 2.589 1.283
12 O 0.092 1.823 0.446
13 H -0.903 1.104 -3.082
14 H 0.249 -0.585 -3.447
15 H -1.153 -0.776 -1.287
16 H 1.946 0.250 0.882
17 H 2.913 -2.295 1.852
18 H 1.641 -4.107 0.322
19 H -2.938 0.746 0.032
20 H -2.914 2.528 1.737
21 H -0.199 3.580 1.515

Values from the calculation:
* calculated total energy: -840.077187 Ha
* HOMO-LUMO gap: 9.27 eV
* SMILES string: PC(c1ccco1)c1ccco1

***

Density functional theory data (wB97M-V/def2-TZVPD) for 2 unconnected molecules or ions with the total composition C9H9O2S in a non-equilibrium geometry.

Geometry (Å):
1 C -2.125 2.276 3.472
2 C -1.349 1.086 3.227
3 C -1.874 3.296 2.603
4 C -0.823 1.363 2.019
5 C 0.837 -0.171 0.028
6 C 1.751 -1.050 -2.565
7 C 0.150 -1.352 -0.618
8 C 1.036 -2.065 -1.657
9 C 2.468 0.081 -1.754
10 O 1.661 -0.923 -3.759
11 O 1.775 0.454 -0.500
12 S -0.891 2.796 1.217
13 H -2.661 2.235 4.400
14 H -1.271 0.296 3.857
15 H -2.444 4.202 2.574
16 H -0.466 -1.925 0.103
17 H -0.506 -0.832 -1.312
18 H 0.468 -2.822 -2.314
19 H 1.947 -2.690 -1.254
20 H 3.572 -0.285 -1.376
21 H 2.705 0.997 -2.330

Values from the calculation:
* calculated total energy: -896.480387 Ha
* HOMO-LUMO gap (alpha / beta): 7.80 / 6.28 eV
* net charge: +1

***

Density functional theory data (wB97M-V/def2-TZVPD) for a molecular structure, C9H9O4P in a non-equilibrium geometry.

Geometry (Å):
1 C -1.406 -1.600 -1.385
2 C -1.082 -0.955 -2.565
3 C -0.846 -1.186 -0.166
4 C 0.048 -0.109 -2.610
5 C 0.341 -0.406 -0.190
6 C 0.769 0.103 -1.434
7 C 3.970 0.990 -0.808
8 C 0.764 1.391 1.407
9 C 1.048 -0.052 1.109
10 O 3.973 -0.046 -0.131
11 O 2.642 1.743 -3.133
12 O 4.942 1.701 -1.101
13 O 1.993 2.981 -0.935
14 P 2.419 1.744 -1.654
15 H -2.194 -2.241 -1.546
16 H -1.700 -1.329 -3.294
17 H -1.230 -1.589 0.710
18 H 0.322 0.415 -3.456
19 H 1.090 1.932 0.637
20 H 1.288 1.636 2.264
21 H -0.202 1.557 1.638
22 H 0.564 -0.685 1.814
23 H 2.107 -0.130 0.806

Values from the calculation:
* calculated total energy: -990.675992 Ha
* HOMO-LUMO gap: 5.95 eV
* net charge: -2

***

Density functional theory data (wB97M-V/def2-TZVPD) for a molecular structure, C9H9O6Os in a non-equilibrium geometry.

Geometry (Å):
1 O 0.392 1.985 -3.779
2 C 0.310 2.385 -2.692
3 Os 0.694 1.834 -0.666
4 O 2.284 0.175 -2.827
5 C 1.688 0.736 -2.010
6 C 1.696 1.019 0.858
7 O 2.207 0.590 1.797
8 C -0.715 2.447 0.596
9 O -1.467 2.779 1.404
10 C 1.810 3.302 -0.491
11 O 2.499 4.207 -0.281
12 H -0.712 2.682 -1.209
13 C -0.839 -2.859 0.295
14 C -1.081 -2.276 1.669
15 C -1.190 -0.772 1.461
16 O -0.602 -0.493 0.182
17 C -0.256 -1.700 -0.489
18 H -0.155 -3.701 0.288
19 H -1.753 -3.160 -0.200
20 H -0.194 -2.495 2.267
21 H -1.941 -2.694 2.173
22 H -2.238 -0.426 1.420
23 H -0.673 -0.218 2.268
24 H 0.849 -1.748 -0.506
25 H -0.613 -1.598 -1.528

Values from the calculation:
* calculated total energy: -888.900627 Ha
* HOMO-LUMO gap (alpha / beta): 7.34 / 4.10 eV
* ⟨S²⟩: 6.02
* spin multiplicity: 5
* net charge: +3

***

Density functional theory data (wB97M-V/def2-TZVPD) for a molecular structure, C9H9O6V in a non-equilibrium geometry.

Geometry (Å):
1 O -1.016 2.992 -6.279
2 C -1.049 2.635 -5.194
3 V -1.209 0.507 -1.366
4 C -1.309 1.410 0.326
5 O -1.446 1.940 1.356
6 C -1.138 -1.346 -1.522
7 O -1.029 -2.490 -1.716
8 C 0.508 1.033 -2.218
9 O 1.626 1.321 -2.419
10 C -2.997 0.905 -1.898
11 O -4.112 1.132 -2.179
12 H -0.987 0.841 -2.930
13 C 0.663 -1.263 2.884
14 C 2.047 -0.746 2.493
15 C 1.748 0.050 1.224
16 O 0.556 -0.505 0.625
17 C -0.039 -1.450 1.545
18 H 0.668 -2.152 3.506
19 H 0.164 -0.470 3.455
20 H 2.729 -1.587 2.310
21 H 2.489 -0.119 3.256
22 H 1.538 1.103 1.473
23 H 2.576 -0.001 0.503
24 H 0.143 -2.464 1.151
25 H -1.125 -1.275 1.612

Values from the calculation:
* calculated total energy: -1743.404325 Ha
* HOMO-LUMO gap (alpha / beta): 7.19 / 7.71 eV
* ⟨S²⟩: 3.78
* spin multiplicity: 4
* net charge: +1

***

Density functional theory data (wB97M-V/def2-TZVPD) for a molecular structure, CBaF3MgNO4S3 in a non-equilibrium geometry.

Geometry (Å):
1 Ba 2.783 -3.383 6.841
2 N 0.525 -2.852 7.123
3 S -0.508 -2.026 6.447
4 O -0.169 -1.174 5.212
5 C -1.667 -3.165 5.522
6 F -2.186 -4.072 6.338
7 F -0.960 -3.780 4.566
8 F -2.658 -2.495 4.948
9 Mg 1.201 -1.411 3.905
10 S 4.234 -2.043 4.090
11 O 2.773 -2.310 4.879
12 S 3.578 -0.218 3.070
13 O 2.199 -0.738 2.377
14 O -1.351 -1.108 7.273

Values from the calculation:
* calculated total energy: -2113.649128 Ha
* HOMO-LUMO gap: 6.94 eV

***

Density functional theory data (wB97M-V/def2-TZVPD) for a molecular structure, CBeF3O2S in a non-equilibrium geometry.

Geometry (Å):
1 O 2.447 1.115 -0.282
2 Be 2.790 -0.336 -0.156
3 S 0.696 -0.685 -1.530
4 O 1.797 -1.329 -0.576
5 C 0.919 1.129 -1.047
6 F -0.973 1.181 -1.989
7 F 0.141 1.464 0.008
8 F 1.183 1.986 -2.060

Values from the calculation:
* calculated total energy: -901.017249 Ha
* HOMO-LUMO gap (alpha / beta): 8.80 / 6.15 eV
* ⟨S²⟩: 0.76
* spin multiplicity: 2

***

Density functional theory data (wB97M-V/def2-TZVPD) for a molecular structure, CBr2Cl2S in a non-equilibrium geometry.

Geometry (Å):
1 C -0.209 0.334 0.297
2 S -0.557 -1.362 -0.046
3 Cl -0.565 1.671 -0.803
4 Cl 1.311 -1.439 -2.342
5 Br -1.526 0.188 1.836
6 Br 1.545 0.608 1.058

Values from the calculation:
* calculated total energy: -6504.592287 Ha
* HOMO-LUMO gap (alpha / beta): 6.79 / 6.73 eV

***

Density functional theory data (wB97M-V/def2-TZVPD) for a single CBr2F2N2O2 molecule in a non-equilibrium geometry.

Geometry (Å):
1 O 0.516 -0.991 -1.814
2 N 0.283 -0.040 -1.109
3 O 0.816 1.047 -1.148
4 C -0.612 -0.112 0.095
5 Br -1.436 -1.819 0.276
6 Br -2.372 1.222 -0.687
7 N 0.187 0.124 1.200
8 F 0.617 1.421 1.376
9 F -0.252 -0.239 2.450

Values from the calculation:
* calculated total energy: -5645.548592 Ha
* HOMO-LUMO gap: 8.58 eV
* SMILES string: O=[N+]([O-])C(Br)(Br)N(F)F

***

Density functional theory data (wB97M-V/def2-TZVPD) for a molecular structure, CBr3ClS in a non-equilibrium geometry.

Geometry (Å):
1 C 0.058 0.004 0.852
2 S -1.254 0.375 -1.913
3 Cl 0.548 0.029 -2.748
4 Br -0.773 1.091 2.332
5 Br 1.763 0.351 0.385
6 Br -0.342 -1.850 1.093

Values from the calculation:
* calculated total energy: -8618.407187 Ha
* HOMO-LUMO gap (alpha / beta): 7.78 / 6.66 eV

***

Density functional theory data (wB97M-V/def2-TZVPD) for a molecular structure, CBr3NO in a non-equilibrium geometry.

Geometry (Å):
1 C 0.137 -1.188 -0.506
2 N -0.803 1.431 1.486
3 O -1.451 1.934 0.655
4 Br -0.064 -0.083 -2.036
5 Br 1.545 -2.340 -0.637
6 Br 0.636 0.247 1.037

Values from the calculation:
* calculated total energy: -7889.910709 Ha
* HOMO-LUMO gap (alpha / beta): 6.17 / 6.17 eV

***

What did the tenth record say?
Density functional theory data (wB97M-V/def2-TZVPD) for a single CBr2F2N2O2 molecule in a non-equilibrium geometry.

Geometry (Å):
1 O 0.516 -0.991 -1.814
2 N 0.283 -0.040 -1.109
3 O 0.816 1.047 -1.148
4 C -0.612 -0.112 0.095
5 Br -1.436 -1.819 0.276
6 Br -2.372 1.222 -0.687
7 N 0.187 0.124 1.200
8 F 0.617 1.421 1.376
9 F -0.252 -0.239 2.450

Values from the calculation:
* calculated total energy: -5645.548592 Ha
* HOMO-LUMO gap: 8.58 eV
* SMILES string: O=[N+]([O-])C(Br)(Br)N(F)F

***

> Number 10 is which compound?

CBr2F2N2O2

***

> The highest calculated total energy belongs to which entry?

C9H9NS

***

> Which of these has the highest calculated total energy?

C9H9NS